# 1
10
Properties=species:S:1:pos:R:3 method="wB97M-V/def2-TZVPD" total_energy_ha=-247.24132 total_charge=0 smiles="O=C1CNC1"
O -0.18 1.80 1.28
C -0.12 0.84 0.57
C -0.71 0.33 -0.73
N 0.09 -0.89 -0.54
C 0.61 -0.54 0.73
H -1.83 0.11 -0.80
H -0.35 1.02 -1.59
H 0.79 -0.97 -1.33
H 1.68 -0.53 0.92
H 0.02 -1.18 1.50

---

# 2
10
Properties=species:S:1:pos:R:3 method="wB97M-V/def2-TZVPD" total_energy_ha=-247.16736 total_charge=0
C -1.24 0.61 0.34
O -0.38 0.31 -0.79
C 0.77 -1.02 -0.73
C 1.39 0.11 -0.17
N 2.04 0.90 0.37
H -1.26 1.69 0.57
H -0.93 0.10 1.26
H -2.25 0.31 0.06
H 1.19 -1.39 -1.69
H 0.55 -1.87 -0.06

---

# 3
10
Properties=species:S:1:pos:R:3 method="wB97M-V/def2-TZVPD" total_energy_ha=-247.26493 total_charge=0 smiles=COCC#N
C -1.00 0.86 0.31
O -0.87 -0.27 -0.52
C 0.44 -0.72 -0.72
C 1.29 -0.75 0.50
N 2.00 -0.76 1.41
H -2.04 1.18 0.21
H -0.33 1.68 0.01
H -0.80 0.61 1.36
H 0.96 -0.10 -1.46
H 0.36 -1.74 -1.11

---

# 4
10
Properties=species:S:1:pos:R:3 method="wB97M-V/def2-TZVPD" total_energy_ha=-247.22910 total_charge=0
N -1.14 -0.90 0.00
C -0.86 0.44 0.01
C 0.37 0.79 0.19
C 1.59 0.08 -0.01
O 1.57 -1.09 0.00
H -0.49 -1.78 0.41
H -2.15 -1.21 -0.10
H -1.75 0.93 -0.23
H 0.41 1.95 -0.07
H 2.43 0.78 -0.20

---

The records above give, respectively, relative energy (zero: lowest compared OMol25 entry of this formula, charge and spin) values of 41.36 87.77 26.54 49.03 kcal per mole.
The records above give, respectively, HOMO-LUMO gap values of 0.373 0.355 0.424 0.350 hartree.